(1)
The following is a DFT calculation (the ωB97M-V functional and the def2-TZVPD basis) of C5H7FOS in the gas phase at a distorted geometry.

Calculated total energy   -767.8632 Eh
Orbital gap   0.3401 hartree
Spin multiplicity   1
SMILES string   O[C@@]12CCS[C@H]1[C@@H]2F
LUMO   0.69 eV
Total charge   0
Max |F|   4.7 eV/A
Energy relative to the best compared isomer or geometry (same formula, charge and spin)   79.7 kcal/mol

Each line ends with the Mulliken charge.
Geometry (Å):
C1 0.49707 0.31097 -0.26756  0.16
C2 -0.46988 0.74763 0.91552  -0.87
C3 -1.70413 0.02733 0.33263  -0.52
C4 0.39639 -1.21133 -0.22180  -0.48
C5 1.73690 -0.62846 -0.52569  0.17
H1 0.71703 1.58171 -1.58967  0.39
H2 -0.07622 0.44366 1.81025  0.36
H3 -0.56944 1.80848 0.82311  0.32
H4 -2.34291 -0.18476 1.16592  0.44
H5 -2.29519 0.84090 -0.18004  0.29
H6 0.57544 -1.58155 0.78160  0.29
H7 2.16363 -0.62843 -1.50146  0.37
O1 0.06949 0.80795 -1.45914  -0.48
F1 2.72454 -0.85113 0.37983  -0.28
S1 -1.42270 -1.48295 -0.46348  -0.17

(2)
The following is a DFT calculation (the ωB97M-V functional and the def2-TZVPD basis) of a molecular structure, C4H5NO at a distorted geometry.

Calculated total energy   -285.2628 Eh
Orbital gap   0.3289 hartree
Spin multiplicity   1
LUMO   -0.53 eV
Total charge   0
Max |F|   5.5 eV/A
Energy relative to the best compared isomer or geometry (same formula, charge and spin)   95.2 kcal/mol

Each line ends with the Mulliken charge.
Geometry (Å):
C1 -0.57796 -0.96634 -1.30348  -0.12
C2 0.82964 -0.89019 -0.75476  0.10
C3 -0.00808 0.37544 0.91819  0.22
C4 -0.03659 1.49122 1.62104  -0.67
N1 1.03210 -0.23233 0.33180  -0.49
O1 -0.87182 -0.06549 -2.10522  -0.41
H1 -0.88806 -2.01209 -1.54486  0.27
H2 1.57262 -1.59662 -1.09940  0.39
H3 -0.98299 -0.01658 0.08439  0.16
H4 -0.95548 1.99068 1.87103  0.26
H5 0.88663 1.92229 1.98128  0.28

(3)
The following is a DFT calculation (the ωB97M-V functional and the def2-TZVPD basis) of a molecular structure, C27H23BCl7N4O5STi.

Calculated total energy   -6132.0183 Eh
Orbital gap (alpha / beta)   0.2633 / 0.2862 hartree
Spin multiplicity   3
LUMO (alpha / beta)   2.34 / 2.21 eV
Total charge   -1
Max |F|   0.6 eV/A

Each line ends with the Mulliken charge.
Geometry (Å):
Ti1 2.22201 -1.02126 1.18677  -0.05
Cl1 7.73635 3.74289 0.04526  -0.22
C1 6.47318 2.56916 -0.01997  0.49
C2 6.65213 1.30708 0.53898  -0.11
Cl2 8.14450 0.91446 1.30669  -0.21
C3 5.63685 0.36443 0.47996  0.99
Cl3 5.84695 -1.20356 1.16937  -0.27
C4 4.39789 0.63756 -0.13726  -0.91
O1 3.45477 -0.24470 -0.22267  -0.81
C5 4.24469 1.92850 -0.69200  0.54
Cl4 2.72861 2.28438 -1.42090  -0.15
C6 5.25791 2.87091 -0.63576  -0.05
Cl5 5.01846 4.43112 -1.32760  -0.21
N1 -2.38355 -3.79217 -5.05407  -0.61
C7 -1.98026 -3.58110 -3.73136  1.15
C8 -2.03022 -4.62043 -2.80264  -0.79
C9 -1.66704 -4.39963 -1.48530  -0.31
C10 -1.26638 -3.13642 -1.08659  -0.40
C11 -1.21447 -2.08966 -1.99694  -0.23
C12 -1.56905 -2.31380 -3.31428  -0.96
S1 -0.80601 -2.83547 0.59259  1.17
O2 -1.10300 -4.02269 1.34986  -0.73
O3 -1.40688 -1.59522 0.99785  -0.70
N2 0.80224 -2.57443 0.55626  -0.20
C13 1.67274 -3.56181 0.23752  0.46
N3 1.35214 -4.72793 -0.32976  -0.37
C14 2.37208 -5.52103 -0.63184  -0.27
C15 3.69760 -5.18787 -0.40398  -0.86
C16 3.93060 -3.96138 0.19715  0.18
N4 2.93388 -3.16535 0.54067  0.01
H1 -2.29678 -4.74504 -5.36915  0.22
H2 -1.98685 -3.14465 -5.71621  0.23
H3 -2.35414 -5.60571 -3.11895  0.28
H4 -1.68141 -5.19923 -0.75786  0.49
H5 -0.88777 -1.11045 -1.66933  0.47
H6 -1.53087 -1.50094 -4.03074  0.30
H7 2.11114 -6.47063 -1.08948  0.42
H8 4.50568 -5.84932 -0.67780  0.39
H9 4.93022 -3.60746 0.41419  0.26
C17 -3.87386 5.60636 0.31579  -1.64
C18 -4.13260 4.24845 0.98386  2.05
C19 -4.16638 4.45896 2.49841  -2.10
C20 -5.50963 3.72649 0.55045  -1.66
C21 -3.04314 3.25987 0.56100  0.61
C22 -2.92603 2.91114 -0.78621  -0.42
C23 -1.95523 2.02546 -1.24956  -1.92
C24 -1.09469 1.49068 -0.31885  0.99
O4 -0.06980 0.60577 -0.48579  0.04
B1 0.45981 0.35676 0.80531  0.64
O5 -0.23364 1.16551 1.72463  -0.23
C25 -1.19541 1.82626 1.02067  0.78
C26 -2.15176 2.70279 1.48391  -1.18
H10 -4.65026 6.32452 0.59478  0.44
H11 -3.86752 5.51451 -0.77101  0.33
H12 -2.90596 6.00610 0.62373  0.37
H13 -4.97101 5.15249 2.75273  0.43
H14 -3.23142 4.88536 2.86618  0.38
H15 -4.34886 3.52082 3.02569  0.41
H16 -6.29388 4.41439 0.87814  0.45
H17 -5.70356 2.74589 0.98858  0.38
H18 -5.58074 3.62965 -0.53341  0.32
H19 -3.61097 3.34033 -1.50759  0.35
H20 -1.88138 1.76592 -2.29808  0.51
H21 -2.19369 2.93023 2.53934  0.53
Cl6 1.08141 -2.17074 3.57048  0.09
C27 1.52419 -1.29438 4.95848  -0.73
Cl7 3.10666 0.44331 2.81722  -0.53
H22 2.52794 -1.43192 5.32106  0.34
H23 0.93348 -0.42214 5.17940  0.34

(4)
The following is a DFT calculation (the ωB97M-V functional and the def2-TZVPD basis) of a gas-phase ion, C10H17N4 (charge +1) at a distorted geometry.

Calculated total energy   -609.8666 Eh
Orbital gap   0.3314 hartree
Spin multiplicity   1
LUMO   -2.83 eV
Total charge   +1
Max |F|   5.6 eV/A
Energy relative to the best compared isomer or geometry (same formula, charge and spin)   67.3 kcal/mol

Each line ends with the Mulliken charge.
Geometry (Å):
C1 0.13687 1.96677 -0.10137  -0.85
C2 -1.78541 0.58643 -2.51218  -0.39
C3 -0.82813 1.15926 -0.54040  0.04
C4 -1.00565 -0.68382 -2.47514  -0.37
C5 1.67261 -0.88603 -0.52699  -1.18
C6 0.54666 -1.83744 -1.00957  -0.88
C7 -0.84515 -0.25430 -0.04225  1.19
C8 1.09066 -0.22400 0.75667  0.30
C9 -1.87432 -0.62569 0.91733  -1.60
C10 0.48002 1.78544 2.21232  -1.06
N1 -1.64975 1.45236 -1.55107  -0.59
N2 -0.63634 -1.12861 -1.14789  0.02
N3 1.46585 -1.00375 1.87140  -0.45
N4 1.10475 1.35700 0.86066  0.11
H1 0.47927 2.90703 -0.49851  0.63
H2 -2.55176 0.79875 -3.28718  0.40
H3 -1.77772 -1.54409 -2.73303  0.34
H4 -0.16842 -0.56694 -3.16825  0.30
H5 2.63318 -1.38890 -0.28747  0.58
H6 1.91587 -0.05523 -1.24738  0.27
H7 0.59919 -2.61197 -1.80779  0.49
H8 0.36503 -2.51204 -0.16988  0.40
H9 -1.56079 -1.16546 1.88461  0.29
H10 -2.42799 -1.39890 0.41114  0.48
H11 -2.47735 0.29829 0.94771  0.37
H12 -0.24500 1.21881 2.66876  0.42
H13 1.36847 1.95698 2.94502  0.40
H14 0.13747 2.82577 2.12136  0.41
H15 1.52214 -0.61604 2.83087  0.26
H16 2.29239 -1.59981 1.75731  0.24
H17 2.02333 1.79013 0.92118  0.42